{
  "formula": "C15H30LiO15",
  "method": "ωB97M-V/def2-TZVPD",
  "species": ["Li", "C", "O", "C", "O", "O", "C", "H", "H", "H", "H", "H", "H", "C", "O", "C", "O", "O", "C", "H", "H", "H", "H", "H", "H", "C", "O", "C", "O", "O", "C", "H", "H", "H", "H", "H", "H", "C", "O", "C", "O", "O", "C", "H", "H", "H", "H", "H", "H", "C", "O", "C", "O", "O", "C", "H", "H", "H", "H", "H", "H"],
  "coordinates": [[47.993, 37.456, 16.686], [49.809, 34.745, 19.548], [50.222, 34.099, 18.354], [50.045, 34.800, 17.179], [49.383, 35.846, 17.056], [50.548, 34.141, 16.151], [50.567, 34.840, 14.856], [50.493, 34.338, 20.248], [48.753, 34.478, 19.620], [50.084, 35.851, 19.629], [50.971, 34.342, 14.135], [50.994, 35.785, 15.006], [49.447, 35.020, 14.676], [45.877, 34.353, 17.567], [45.901, 34.819, 18.883], [46.455, 35.981, 19.273], [47.192, 36.711, 18.515], [46.709, 36.150, 20.688], [47.236, 37.385, 21.145], [45.276, 33.548, 17.361], [46.906, 34.342, 17.215], [45.636, 35.179, 16.788], [48.321, 37.436, 20.838], [46.931, 37.251, 22.317], [46.777, 38.195, 20.642], [46.626, 40.281, 18.654], [45.418, 39.699, 18.294], [45.261, 38.953, 17.127], [46.290, 38.416, 16.585], [43.959, 38.660, 16.858], [43.732, 37.720, 15.751], [47.355, 39.703, 19.038], [46.358, 41.172, 19.561], [46.957, 41.035, 18.081], [43.965, 37.899, 14.901], [42.717, 37.373, 15.942], [44.084, 36.598, 15.849], [46.496, 35.942, 13.662], [47.629, 36.313, 12.974], [48.372, 37.177, 13.515], [48.317, 37.602, 14.667], [49.376, 37.532, 12.673], [49.992, 38.832, 12.869], [46.609, 35.184, 14.611], [45.515, 35.832, 12.841], [46.052, 36.895, 14.288], [49.316, 39.587, 12.846], [50.954, 38.993, 12.294], [50.298, 38.700, 13.964], [51.242, 38.299, 18.901], [51.018, 39.556, 18.428], [50.193, 39.735, 17.411], [49.422, 38.788, 17.137], [50.114, 40.983, 17.020], [49.508, 41.526, 15.885], [50.662, 38.203, 19.858], [52.303, 38.105, 19.155], [51.008, 37.441, 18.150], [49.898, 41.037, 15.022], [49.819, 42.591, 15.881], [48.426, 41.285, 16.051]],
  "nbo_charge": [0.891, -0.258, -0.488, 1.009, -0.718, -0.480, -0.207, 0.210, 0.198, 0.192, 0.196, 0.193, 0.174, -0.250, -0.476, 1.009, -0.706, -0.510, -0.252, 0.222, 0.199, 0.175, 0.187, 0.233, 0.189, -0.232, -0.496, 1.029, -0.720, -0.463, -0.219, 0.188, 0.191, 0.189, 0.161, 0.222, 0.177, -0.325, -0.467, 1.014, -0.704, -0.505, -0.257, 0.210, 0.243, 0.207, 0.186, 0.226, 0.191, -0.274, -0.477, 1.019, -0.731, -0.486, -0.242, 0.184, 0.206, 0.214, 0.188, 0.223, 0.197],
  "e_lumo_ha": -0.0745,
  "homo_ha": -0.499,
  "total_charge": 1,
  "multiplicity": 1,
  "gap_ha": 0.4244,
  "energy_ev": -46947.7787,
  "molar_mass_g_mol": 457.33
}



{
  "formula": "C7H15NO2S",
  "method": "ωB97M-V/def2-TZVPD",
  "species": ["C", "C", "C", "C", "C", "C", "C", "H", "H", "H", "H", "H", "H", "H", "H", "H", "H", "H", "H", "H", "H", "H", "N", "O", "O", "S"],
  "coordinates": [[3.968, 1.343, 0.096], [2.807, 0.428, 0.452], [2.482, -0.534, -0.671], [0.103, -1.152, -0.141], [-0.233, -0.860, 1.325], [-1.708, -0.473, 1.340], [-0.432, 0.038, -0.942], [4.168, 2.037, 0.901], [4.870, 0.768, -0.077], [3.732, 1.942, -0.808], [3.038, -0.129, 1.337], [1.951, 1.082, 0.688], [2.189, -0.010, -1.598], [3.405, -1.068, -0.933], [1.504, -2.245, -1.069], [-0.494, -2.034, -0.419], [0.322, -0.036, 1.716], [-0.065, -1.701, 2.009], [-2.351, -1.378, 1.304], [-1.966, 0.142, 2.211], [-0.602, -0.210, -2.011], [0.186, 0.904, -0.860], [1.503, -1.562, -0.338], [-3.059, -0.212, -0.900], [-2.014, 1.856, 0.134], [-1.985, 0.436, -0.165]],
  "nbo_charge": [-0.599, -0.412, -0.218, -0.050, -0.412, -0.682, -0.706, 0.214, 0.202, 0.203, 0.209, 0.190, 0.162, 0.200, 0.363, 0.205, 0.212, 0.232, 0.246, 0.258, 0.259, 0.245, -0.611, -0.939, -0.937, 2.167],
  "e_lumo_ha": 0.0263,
  "homo_ha": -0.346,
  "total_charge": 0,
  "multiplicity": 1,
  "gap_ha": 0.3727,
  "energy_ev": -23922.0475,
  "molar_mass_g_mol": 177.27
}



{
  "formula": "C18H15AlBBrCaCl5F5N3O20S",
  "method": "ωB97M-V/def2-TZVPD",
  "species": ["O", "C", "O", "C", "O", "C", "N", "C", "O", "F", "C", "O", "F", "C", "N", "C", "S", "C", "Cl", "Cl", "Cl", "H", "O", "H", "H", "B", "O", "C", "O", "C", "O", "O", "O", "C", "O", "C", "O", "O", "C", "O", "H", "H", "H", "H", "Ca", "Br", "C", "Cl", "Cl", "H", "H", "Al", "N", "O", "O", "O", "C", "C", "O", "C", "O", "C", "F", "F", "F", "H", "H", "H", "H", "H", "H"],
  "coordinates": [[5.822, -2.216, -1.410], [6.003, -1.396, -2.232], [5.834, -0.038, -2.057], [6.187, 0.605, -3.186], [6.091, 1.811, -3.230], [6.569, -0.391, -4.217], [6.937, -0.105, -5.544], [8.184, 0.640, -5.665], [8.412, 1.411, -6.524], [9.026, 0.326, -4.710], [7.170, -1.290, -6.329], [8.224, -1.775, -6.520], [6.056, -1.728, -6.870], [6.420, -1.580, -3.625], [6.616, -2.839, -4.180], [5.645, -3.599, -4.204], [4.445, -4.536, -4.226], [3.368, 1.745, -0.384], [2.416, 2.293, -1.777], [3.828, 3.081, 0.632], [2.501, 0.498, 0.524], [4.271, 1.304, -0.778], [0.010, -0.363, 2.429], [0.542, -0.059, 1.687], [-0.876, -0.496, 2.080], [-4.031, -2.467, 0.171], [-4.350, -3.662, 0.902], [-3.817, -3.547, 2.156], [-3.905, -4.348, 3.019], [-3.119, -2.174, 2.216], [-2.555, -1.612, 3.086], [-3.277, -1.603, 1.007], [-3.274, -2.722, -1.122], [-3.937, -2.204, -2.090], [-3.600, -2.152, -3.264], [-5.204, -1.565, -1.552], [-6.008, -0.937, -2.247], [-5.270, -1.708, -0.294], [-4.569, 2.432, -1.401], [-4.441, 1.134, -0.753], [-3.597, 2.700, -1.820], [-5.337, 2.364, -2.245], [-4.864, 3.199, -0.684], [-5.331, 0.888, -0.343], [-3.808, 0.597, -3.210], [7.696, 3.279, -3.983], [-6.204, -6.399, 1.279], [-6.197, -8.125, 0.909], [-7.704, -5.617, 0.742], [-6.109, -6.270, 2.349], [-5.373, -5.931, 0.772], [-6.794, 1.325, -1.329], [6.262, 3.581, 3.320], [6.476, 3.115, 2.192], [5.534, 4.566, 3.429], [6.769, 3.054, 4.301], [-2.257, 1.614, 5.795], [-2.645, 1.172, 4.393], [-3.554, 2.051, 3.708], [-3.098, 3.163, 2.995], [-2.170, 2.961, 2.117], [-2.704, 4.382, 3.931], [-3.529, 4.444, 4.975], [-2.841, 5.510, 3.229], [-1.459, 4.314, 4.374], [-3.112, 2.037, 6.322], [-1.884, 0.755, 6.352], [-1.464, 2.358, 5.786], [-3.211, 0.248, 4.474], [-1.772, 0.944, 3.783], [-4.064, 3.554, 2.567]],
  "lowdin_charge": [0.256, -0.353, 0.175, -0.349, -0.111, -0.045, 0.166, -0.573, 0.193, 0.175, -0.500, 0.242, 0.188, -0.097, 0.144, -0.729, 0.912, -1.540, 0.495, 0.627, 0.597, -0.022, -0.062, -0.069, -0.001, -0.858, 0.226, -0.319, 0.224, -0.325, 0.210, 0.240, 0.302, -0.442, 0.079, -0.463, -0.054, 0.278, -0.276, -0.265, 0.105, -0.051, 0.123, -0.037, 1.584, 0.623, -1.037, 0.522, 0.491, 0.026, -0.001, 1.096, -0.618, 0.048, 0.095, 0.117, -0.059, -0.230, -0.083, -0.502, 0.012, -0.581, 0.161, 0.146, 0.177, 0.080, 0.082, 0.067, 0.100, 0.098, 0.169],
  "e_lumo_ha": -0.2778,
  "homo_ha": -0.350,
  "total_charge": 1,
  "multiplicity": 1,
  "gap_ha": 0.0720,
  "energy_ev": -247098.7061,
  "molar_mass_g_mol": 1055.42
}



{
  "formula": "C16H36BrN2O6S2",
  "method": "ωB97M-V/def2-TZVPD",
  "species": ["C", "C", "O", "C", "C", "S", "C", "C", "C", "S", "O", "O", "O", "C", "C", "C", "Br", "H", "H", "H", "H", "H", "H", "H", "H", "H", "H", "H", "H", "H", "H", "H", "H", "H", "H", "H", "H", "H", "H", "C", "C", "O", "N", "C", "H", "H", "H", "H", "H", "H", "H", "C", "C", "O", "N", "C", "H", "H", "H", "H", "H", "H", "H"],
  "coordinates": [[5.159, 1.704, 2.125], [3.670, 1.900, 2.286], [3.103, 2.329, 1.036], [2.178, 3.367, 1.132], [0.794, 2.872, 1.566], [-0.080, 2.126, 0.153], [-1.601, 3.112, 0.077], [-2.349, 3.382, 1.389], [-3.821, 2.986, 1.330], [-4.567, 2.910, 2.956], [-3.521, 2.676, 3.900], [-5.714, 2.065, 2.896], [-5.056, 4.414, 3.101], [-0.436, 0.390, 0.627], [-1.899, -0.058, 0.678], [-2.459, -0.117, 2.090], [-2.012, -1.816, -0.163], [5.395, 0.921, 1.404], [5.631, 2.627, 1.790], [5.589, 1.431, 3.090], [3.471, 2.661, 3.048], [3.180, 0.975, 2.606], [2.123, 3.845, 0.151], [2.493, 4.129, 1.854], [0.879, 2.104, 2.334], [0.168, 3.676, 1.953], [-2.215, 2.640, -0.692], [-1.212, 4.028, -0.372], [-1.877, 2.868, 2.225], [-2.287, 4.446, 1.621], [-4.409, 3.680, 0.730], [-3.980, 1.981, 0.936], [-5.944, 4.439, 3.483], [0.125, -0.163, -0.123], [0.045, 0.242, 1.594], [-2.521, 0.551, 0.027], [-3.547, -0.178, 2.087], [-2.080, -0.998, 2.609], [-2.170, 0.764, 2.666], [-4.250, -6.390, -4.262], [-3.510, -6.187, -2.960], [-3.243, -7.109, -2.214], [-3.141, -4.911, -2.637], [-3.360, -3.694, -3.382], [-4.464, -7.450, -4.358], [-5.188, -5.832, -4.275], [-3.651, -6.065, -5.113], [-2.653, -4.859, -1.757], [-2.415, -3.214, -3.646], [-3.960, -2.980, -2.811], [-3.890, -3.910, -4.305], [6.710, -2.287, -2.165], [6.266, -0.848, -2.044], [6.987, 0.084, -2.341], [5.000, -0.616, -1.580], [4.013, -1.576, -1.145], [7.726, -2.287, -2.546], [6.689, -2.791, -1.198], [6.068, -2.842, -2.851], [4.772, 0.364, -1.523], [3.100, -1.506, -1.741], [3.751, -1.421, -0.095], [4.398, -2.586, -1.245]],
  "nbo_charge": [-0.628, -0.070, -0.539, -0.070, -0.559, 0.842, -0.534, -0.457, -0.681, 2.379, -0.926, -0.913, -0.890, -0.552, -0.254, -0.651, 0.044, 0.224, 0.225, 0.227, 0.170, 0.169, 0.207, 0.200, 0.255, 0.256, 0.259, 0.267, 0.248, 0.249, 0.267, 0.245, 0.530, 0.277, 0.254, 0.216, 0.248, 0.246, 0.222, -0.724, 0.679, -0.612, -0.626, -0.411, 0.252, 0.226, 0.226, 0.392, 0.190, 0.190, 0.217, -0.725, 0.679, -0.610, -0.630, -0.409, 0.253, 0.226, 0.228, 0.396, 0.188, 0.183, 0.221],
  "e_lumo_ha": -0.1136,
  "homo_ha": -0.411,
  "total_charge": 1,
  "multiplicity": 1,
  "gap_ha": 0.2976,
  "energy_ev": -124146.9188,
  "molar_mass_g_mol": 496.51
}



{
  "formula": "C24H33NO4",
  "method": "ωB97M-V/def2-TZVPD",
  "species": ["C", "H", "O", "C", "C", "C", "C", "C", "C", "H", "H", "H", "C", "H", "H", "C", "C", "N", "C", "C", "C", "C", "C", "C", "C", "O", "C", "H", "H", "H", "C", "H", "H", "H", "O", "C", "H", "H", "H", "H", "H", "H", "H", "C", "C", "C", "H", "H", "H", "H", "H", "H", "H", "H", "C", "O", "H", "H", "H", "H", "H", "H"],
  "coordinates": [[-1.996, -2.874, -0.802], [-2.839, -3.453, -1.179], [-1.004, -3.815, -0.484], [0.184, -3.366, 0.025], [0.520, -2.031, 0.211], [1.774, -1.686, 0.707], [2.667, -2.690, 1.054], [2.329, -4.021, 0.880], [1.100, -4.363, 0.359], [0.817, -5.393, 0.205], [3.032, -4.796, 1.147], [3.638, -2.431, 1.447], [2.174, -0.245, 0.858], [1.318, 0.347, 1.188], [2.953, -0.189, 1.620], [2.707, 0.403, -0.447], [1.547, 1.067, -1.203], [0.978, 2.156, -0.439], [-0.272, 2.620, -1.001], [-1.413, 1.675, -0.723], [-2.281, 1.309, -1.737], [-3.375, 0.494, -1.502], [-3.613, 0.013, -0.224], [-2.737, 0.343, 0.820], [-1.652, 1.177, 0.564], [-0.786, 1.475, 1.602], [-1.133, 2.627, 2.335], [-2.123, 2.529, 2.794], [-1.126, 3.524, 1.707], [-0.379, 2.728, 3.114], [-2.980, -0.212, 2.192], [-3.296, -1.251, 2.123], [-3.779, 0.339, 2.688], [-2.074, -0.146, 2.788], [-4.660, -0.794, 0.119], [-5.565, -1.180, -0.884], [-5.069, -1.748, -1.678], [-6.077, -0.316, -1.320], [-6.297, -1.818, -0.390], [-4.029, 0.246, -2.323], [-2.108, 1.678, -2.738], [-0.199, 2.785, -2.093], [-0.507, 3.589, -0.546], [1.946, 3.211, -0.240], [3.100, 2.672, 0.595], [3.745, 1.489, -0.115], [4.538, 1.078, 0.516], [4.200, 1.842, -1.046], [2.711, 2.356, 1.563], [3.838, 3.460, 0.758], [1.464, 4.037, 0.290], [2.332, 3.601, -1.203], [0.764, 0.328, -1.385], [1.909, 1.424, -2.188], [3.354, -0.631, -1.392], [4.483, -1.280, -0.869], [5.143, -0.614, -0.646], [2.641, -1.426, -1.621], [3.617, -0.126, -2.337], [-0.184, -1.245, -0.017], [-2.308, -2.309, 0.080], [-1.662, -2.174, -1.576]],
  "nbo_charge": [-0.251, 0.193, -0.499, 0.302, -0.290, 0.001, -0.228, -0.185, -0.271, 0.220, 0.211, 0.213, -0.455, 0.252, 0.209, -0.038, -0.226, -0.449, -0.213, -0.119, -0.180, -0.314, 0.311, -0.107, 0.375, -0.542, -0.239, 0.173, 0.167, 0.196, -0.642, 0.229, 0.220, 0.232, -0.502, -0.249, 0.175, 0.178, 0.202, 0.220, 0.212, 0.172, 0.203, -0.209, -0.404, -0.403, 0.202, 0.198, 0.208, 0.208, 0.198, 0.154, 0.213, 0.164, -0.062, -0.713, 0.461, 0.195, 0.155, 0.215, 0.178, 0.176],
  "e_lumo_ha": 0.0261,
  "homo_ha": -0.293,
  "total_charge": 0,
  "multiplicity": 1,
  "gap_ha": 0.3191,
  "energy_ev": -35102.8566,
  "molar_mass_g_mol": 399.53
}